[1]
CH2F3PPbS | ωB97M-V/def2-TZVPD

Computed properties:
- Calculated total energy: -1270.5407 hartree
- Maximum force: 1.22 eV Å⁻¹
- LUMO energy: -0.4251 hartree
- E_HOMO: -17.98 eV
- HOMO-LUMO gap: 6.41 eV

Structure (ORCA input):
```
! RIJCOSX wB97M-V def2-TZVPD def2/J DEFGRID3
* xyz 2 1
F 0.184 -1.768 0.619
C 0.629 -0.592 0.350
F 1.593 -0.756 -0.703
F 1.261 -0.087 1.402
P -0.571 0.679 -0.390
S -2.468 0.271 0.262
H -0.193 1.831 0.327
H -2.501 -0.956 -0.283
Pb 2.066 1.379 -1.584
*
```


[2]
C7H6BrNO3 | ωB97M-V/def2-TZVPD

Computed properties:
- Calculated total energy: -3124.5408 hartree
- Maximum force: 3.88 eV Å⁻¹
- LUMO energy: -0.1060 hartree
- Energy above the lowest of the compared OMol25 structures with the same formula, charge and spin: 4.706 eV
- E_HOMO: -8.56 eV
- HOMO-LUMO gap: 5.67 eV

Structure (ORCA input):
```
! RIJCOSX wB97M-V def2-TZVPD def2/J DEFGRID3
* xyz 0 1
C 1.434 -1.893 -1.250
C 1.955 -0.624 -1.124
C 0.095 -2.250 -1.034
C 1.204 0.316 -0.441
C -0.719 -1.273 -0.429
C -0.119 -0.067 0.012
C -0.947 1.004 0.429
N -0.588 2.372 0.739
O 0.582 2.615 0.915
O -1.450 3.216 0.679
O -1.221 0.928 2.918
Br -2.759 0.834 0.347
H 2.168 -2.654 -1.674
H 2.906 -0.411 -1.656
H -0.425 -3.219 -1.232
H 1.560 1.416 -0.426
H -1.693 -1.560 -0.115
H -1.983 1.249 3.341
*
```


[3]
C2H7N3O | ωB97M-V/def2-TZVPD

Computed properties:
- Calculated total energy: -319.6885 hartree
- Maximum force: 1.96 eV Å⁻¹
- LUMO energy (alpha / beta): -0.0152 / -0.0130 hartree
- Energy above the lowest of the compared OMol25 structures with the same formula, charge and spin: 7.111 eV
- E_HOMO (alpha / beta): -8.81 / -8.62 eV
- HOMO-LUMO gap (alpha / beta): 8.40 / 8.27 eV

Structure (ORCA input):
```
! RIJCOSX wB97M-V def2-TZVPD def2/J DEFGRID3
* xyz 0 1
C 1.012 1.189 0.721
N -0.813 -0.893 0.397
N 0.412 -0.990 -1.134
C -0.253 1.163 -0.071
O -1.901 -1.757 0.325
N -1.232 0.282 -0.006
H -1.617 -2.479 0.904
H -0.319 -0.883 -1.842
H 1.277 -1.397 -1.511
H -0.538 2.094 -0.563
H 1.826 1.569 0.104
H 1.275 0.214 1.120
H 0.872 1.887 1.556
*
```


[4]
F3HN2 | ωB97M-V/def2-TZVPD

Computed properties:
- Calculated total energy: -409.3232 hartree
- Maximum force: 1.99 eV Å⁻¹
- LUMO energy (alpha / beta): -0.0089 / -0.1016 hartree
- Energy above the lowest of the compared OMol25 structures with the same formula, charge and spin: 6.119 eV
- E_HOMO (alpha / beta): -11.41 / -11.25 eV
- HOMO-LUMO gap (alpha / beta): 11.17 / 8.48 eV

Structure (ORCA input):
```
! RIJCOSX wB97M-V def2-TZVPD def2/J DEFGRID3
* xyz 0 1
N 0.074 -0.182 0.825
N 0.406 0.752 0.054
F 1.055 -1.115 0.935
F -0.468 1.763 0.055
F 0.434 0.418 -1.504
H -1.501 -1.637 -0.365
*
```


[5]
CH4NOP | ωB97M-V/def2-TZVPD

Computed properties:
- Calculated total energy: -511.6711 hartree
- Maximum force: 5.61 eV Å⁻¹
- LUMO energy (alpha / beta): -0.0875 / -0.1091 hartree
- Energy above the lowest of the compared OMol25 structures with the same formula, charge and spin: 5.254 eV
- E_HOMO (alpha / beta): -8.64 / -8.34 eV
- HOMO-LUMO gap (alpha / beta): 6.25 / 5.37 eV

Structure (ORCA input):
```
! RIJCOSX wB97M-V def2-TZVPD def2/J DEFGRID3
* xyz 0 1
C 0.284 -0.422 -1.107
N 1.251 -0.570 -1.971
O 0.254 -0.016 0.106
P -1.131 0.667 2.028
H -0.782 -0.767 -1.445
H 1.167 -0.706 -2.952
H -0.561 -0.147 2.902
H -0.480 1.960 2.440
*
```


[6]
C5H6S3 | ωB97M-V/def2-TZVPD

Computed properties:
- Calculated total energy: -1388.6177 hartree
- Maximum force: 1.47 eV Å⁻¹
- LUMO energy: -0.0293 hartree
- Energy above the lowest of the compared OMol25 structures with the same formula, charge and spin: 1.579 eV
- E_HOMO: -8.71 eV
- HOMO-LUMO gap: 7.91 eV

Structure (ORCA input):
```
! RIJCOSX wB97M-V def2-TZVPD def2/J DEFGRID3
* xyz 0 1
C -1.664 1.850 0.554
C -1.266 0.659 0.082
C -2.082 -0.529 0.426
S -2.058 -1.962 -0.262
S 0.207 0.570 -0.932
C 1.401 -0.322 0.002
C 2.462 -0.887 -0.914
S 1.296 -0.674 1.611
H -1.233 2.790 0.255
H -2.574 1.892 1.168
H -2.744 -0.349 1.273
H 2.561 -1.946 -0.677
H 2.280 -0.704 -1.975
H 3.413 -0.389 -0.613
*
```


[7]
C2H7N2O | ωB97M-V/def2-TZVPD

Computed properties:
- Calculated total energy: -264.7742 hartree
- Maximum force: 5.83 eV Å⁻¹
- LUMO energy: -0.1531 hartree
- Energy above the lowest of the compared OMol25 structures with the same formula, charge and spin: 4.271 eV
- E_HOMO: -14.31 eV
- HOMO-LUMO gap: 10.14 eV

Structure (ORCA input):
```
! RIJCOSX wB97M-V def2-TZVPD def2/J DEFGRID3
* xyz 1 1
N 1.985 -1.026 -0.588
C 0.931 0.334 0.041
O 0.489 -0.125 1.260
C -0.379 -0.253 0.189
N -1.631 0.523 0.413
H 2.556 -0.594 -1.299
H 2.671 -1.209 0.141
H 1.124 1.341 -0.162
H -0.329 -1.363 -0.077
H -2.258 0.370 -0.339
H -1.391 1.515 0.287
H -2.116 0.134 1.273
*
```


[8]
C4H3N3 | ωB97M-V/def2-TZVPD

Computed properties:
- Calculated total energy: -318.3169 hartree
- Maximum force: 3.23 eV Å⁻¹
- LUMO energy (alpha / beta): -0.0311 / -0.0311 hartree
- Energy above the lowest of the compared OMol25 structures with the same formula, charge and spin: 4.566 eV
- E_HOMO (alpha / beta): -8.89 / -8.89 eV
- HOMO-LUMO gap (alpha / beta): 8.04 / 8.04 eV

Structure (ORCA input):
```
! RIJCOSX wB97M-V def2-TZVPD def2/J DEFGRID3
* xyz 0 1
H 2.564 0.198 -0.087
N 1.569 0.002 -0.185
C 0.845 1.029 0.072
C -0.563 0.923 0.324
N -1.184 -0.145 1.089
C -0.822 -0.883 0.198
C -1.129 -2.017 -0.536
N -1.308 -2.956 -1.222
H 1.244 2.046 0.150
H -1.214 1.786 0.191
*
```


calculated total energy of number 4 (F3HN2)?
-409.3232 hartree